A molecular structure, C23H56B3MgO12S4 in a non-equilibrium geometry, computed with wB97M-V/def2-TZVPD.

Geometry as XYZ:
```
99
C23H56B3MgO12S4, DFT wB97M-V/def2-TZVPD
Mg -13.280 5.306 27.039
B -13.691 3.389 27.160
H -14.085 2.393 27.291
H -14.084 3.834 26.259
H -13.996 4.050 27.957
H -12.612 3.403 27.159
B -12.262 6.396 28.277
H -13.139 6.004 28.767
H -11.778 5.489 27.947
H -12.603 6.935 27.407
H -11.619 6.969 28.927
B -15.160 6.286 26.603
H -15.457 7.322 26.575
H -16.043 5.769 26.263
H -14.319 6.250 25.927
H -14.904 6.014 27.616
C -7.963 9.701 25.963
C -7.715 8.949 27.281
C -8.860 8.112 27.880
O -8.219 6.824 28.076
C -6.840 6.975 27.750
O -6.007 6.152 28.002
O -6.595 8.099 27.126
H -8.663 10.512 26.161
H -8.495 9.057 25.263
H -7.083 10.077 25.442
H -7.290 9.628 28.021
H -9.802 8.204 27.341
H -9.098 8.485 28.877
C -10.508 3.399 29.737
C -10.720 4.234 30.914
O -11.902 4.350 31.328
C -9.514 4.853 31.577
H -11.461 3.210 29.244
H -10.059 2.488 30.132
H -9.958 3.800 28.886
H -8.995 3.949 31.896
H -9.742 5.433 32.472
H -8.990 5.481 30.857
C -19.281 5.798 30.326
C -17.895 5.167 30.728
C -16.947 5.593 29.698
S -17.464 7.164 29.156
O -17.773 7.051 27.726
O -16.595 8.208 29.735
C -19.061 7.300 30.017
H -20.008 5.673 31.129
H -19.644 5.386 29.384
H -17.876 4.086 30.866
H -17.601 5.749 31.600
H -17.119 4.963 28.825
H -15.862 5.622 29.804
H -19.846 7.811 29.459
H -18.727 7.931 30.840
C -13.311 7.716 31.837
C -14.363 7.926 33.021
C -13.656 7.696 34.283
S -11.860 8.218 34.051
O -11.026 7.140 34.673
O -11.687 9.618 34.406
C -11.908 8.026 32.229
H -13.573 8.076 30.842
H -13.315 6.628 31.776
H -15.219 7.280 32.826
H -14.808 8.905 32.844
H -13.598 6.611 34.195
H -14.105 8.109 35.186
H -11.176 7.277 31.925
H -11.601 8.944 31.727
C -9.318 3.846 23.457
C -8.882 3.766 24.938
C -9.280 4.969 25.695
S -10.775 5.677 24.788
O -10.544 6.956 24.101
O -12.022 5.393 25.525
C -10.730 4.495 23.416
H -9.348 2.821 23.088
H -8.435 4.308 23.017
H -7.840 3.449 24.897
H -9.456 2.907 25.285
H -8.462 5.687 25.757
H -9.616 4.861 26.726
H -10.955 4.863 22.416
H -11.489 3.778 23.729
C -12.219 10.429 26.156
C -11.852 10.155 24.599
C -11.377 11.359 23.756
S -11.645 12.748 25.031
O -12.229 13.873 24.356
O -10.372 12.972 25.725
C -12.891 11.840 26.218
H -11.303 10.309 26.735
H -12.876 9.613 26.452
H -12.832 9.841 24.242
H -11.249 9.260 24.444
H -12.153 11.574 23.021
H -10.406 11.478 23.274
H -13.829 11.836 25.662
H -13.032 12.241 27.221
```

* <S²>: 0.753
* DFT total energy: -100130.53231 eV
* spin multiplicity: 2
* lowest unoccupied orbital energy (spin up / spin down): 0.04 / -5.77 eV